Molecular formula: HN3O5
Method: DFT, ωB97M-V/def2-TZVPD

The calculation puts the energy above the lowest of the compared OMol25 structures with the same formula, charge and spin at 304.3 kJ/mol. Its HOMO energy (spin up / spin down) is -11.867 / -11.409 eV. The calculation puts the electronic energy at -14711.6430 eV. The spin multiplicity is 1. Its gap between HOMO and LUMO (spin up / spin down) is 9.00 / 8.75 eV. As for the LUMO energy (spin up / spin down): -2.87 / -2.66 eV.

Positions of all 9 atoms, in Å:
N  1.36065  -1.08047  -0.90250
N  1.07607  -2.34315  -0.16168
N  2.31782  -0.26062  -0.30347
O  0.39824  -3.14383  -0.76217
O  3.23809  -0.44737  -1.08039
O  1.56552  -2.37656  0.92840
O  2.12182  0.38502  0.65556
O  -0.90684  -0.17583  -0.26198
H  -0.77995  0.72759  -0.62430



Molecular formula: C16H14BCl5N6Pb
Method: DFT, ωB97M-V/def2-TZVPD

The calculation puts the energy above the lowest of the compared OMol25 structures with the same formula, charge and spin at 518.5 kJ/mol. Its HOMO energy is -14.743 eV. The calculation puts the electronic energy at -94273.6969 eV. The spin multiplicity is 1. Its gap between HOMO and LUMO is 4.61 eV. As for the LUMO energy: -10.13 eV. Its charge is +2.

Positions of all 43 atoms, in Å:
H  2.18789  -1.57397  1.70204
N  1.60508  -0.67201  -0.13564
B  1.55505  0.25134  -2.50527
N  2.20226  -0.61282  -1.37921
C  3.36769  -1.29502  -1.36466
Pb  -0.55451  0.79521  0.41848
H  3.97518  -1.35708  -2.25093
C  3.54412  -1.81334  -0.07198
H  4.36316  -2.39821  0.28023
C  2.41664  -1.38798  0.64498
H  2.24724  0.25162  -3.47665
C  -2.24095  1.82459  1.20328
H  -2.61261  1.70030  2.24401
H  -2.81878  1.10102  0.58111
H  -2.43724  2.85268  0.84714
N  1.39930  1.68946  -1.91716
N  0.12076  -0.24740  -2.84203
N  0.63599  1.97106  -0.78444
N  -0.88124  -0.22925  -1.88447
C  1.96456  2.81967  -2.36131
C  -0.37877  -0.68238  -4.01398
H  2.58523  2.80455  -3.22383
H  0.26479  -0.74859  -4.88419
C  1.58229  3.87633  -1.51914
C  -1.72655  -0.96903  -3.83833
C  0.76169  3.32653  -0.54629
C  -2.00628  -0.67937  -2.48656
H  1.86817  4.88464  -1.61232
H  -2.41765  -1.33614  -4.57352
H  0.26905  3.80634  0.29825
H  -2.93642  -0.78896  -1.95831
H  -0.64754  1.98234  1.67813
Cl  -3.10772  -1.78855  0.71076
C  -2.18528  -1.70311  2.18835
C  -1.12380  -0.84394  2.29623
C  -0.40158  -0.72949  3.45071
Cl  0.95721  0.36623  3.52991
C  -0.76853  -1.47914  4.60230
Cl  0.09490  -1.30013  6.06630
C  -1.87314  -2.36129  4.51847
Cl  -2.37450  -3.23253  5.89551
C  -2.57869  -2.49836  3.29825
Cl  -3.89650  -3.57581  3.17577



Molecular formula: C31H62GeN6OS4Si3Sr
Method: DFT, ωB97M-V/def2-TZVPD

The calculation puts the energy above the lowest of the compared OMol25 structures with the same formula, charge and spin at 61.2 kJ/mol. Its HOMO energy (spin up / spin down) is -7.491 / -10.153 eV. The calculation puts the electronic energy at -168468.4495 eV. The spin multiplicity is 2. Its gap between HOMO and LUMO (spin up / spin down) is 5.95 / 8.25 eV. As for the LUMO energy (spin up / spin down): -1.54 / -1.90 eV. Its charge is +1.

Positions of all 109 atoms, in Å:
Sr  -0.87660  0.71672  -0.57806
C  -2.45435  4.57805  1.71735
C  -1.63629  3.56055  0.97625
N  -2.16684  2.74083  0.05133
N  -3.47166  3.00446  -0.31487
C  -4.09290  2.28012  -1.24296
N  -5.34620  2.69795  -1.57424
S  -3.40796  0.94975  -2.04996
C  -0.24179  3.43122  1.22427
C  0.48883  4.38924  1.98286
C  1.84631  4.29750  2.08590
C  2.52940  3.24284  1.44622
C  1.76656  2.32736  0.76653
N  0.43445  2.38398  0.63371
H  -2.58476  5.51276  1.15991
H  -2.00167  4.83099  2.67192
H  -3.44865  4.18803  1.95299
H  -3.91726  3.84277  0.03167
H  -5.87937  3.25893  -0.92911
H  -5.87517  2.06563  -2.15036
H  -0.02428  5.21795  2.44797
H  2.39438  5.04276  2.64825
H  3.60351  3.13651  1.49746
H  2.24665  1.49353  0.26796
C  1.47978  1.90923  -5.30751
C  2.43035  1.42203  -4.21155
S  2.03210  1.82638  -2.50334
C  2.13374  3.62670  -2.44861
C  0.96677  4.41993  -3.04308
S  -0.62452  3.81330  -2.44796
C  -1.64121  3.77751  -3.93976
C  -1.05361  3.16391  -5.20808
S  -0.27843  1.53431  -5.04886
H  1.78722  1.45070  -6.24839
H  1.58328  2.98396  -5.44132
H  3.43742  1.78291  -4.43176
H  2.48760  0.33069  -4.21714
H  3.07296  3.93365  -2.91360
H  2.22374  3.84958  -1.38385
H  0.98271  4.38257  -4.12895
H  1.08608  5.46642  -2.75932
H  -1.98470  4.78573  -4.18147
H  -2.51506  3.20319  -3.62553
H  -0.32926  3.83194  -5.67333
H  -1.86519  3.05933  -5.92924
C  -2.42682  -1.86902  3.06462
C  -1.94952  -0.61482  2.35957
C  -3.14561  0.03432  1.68213
O  -0.91631  -0.85268  1.36420
H  -3.04509  -1.58228  3.91723
H  -1.62048  -2.48942  3.44653
H  -3.04154  -2.46685  2.39521
H  -1.54104  0.07952  3.10152
H  -3.43541  -0.54189  0.79812
H  -2.95165  1.06465  1.38567
H  -3.99641  0.04470  2.36445
C  0.96960  -5.12571  2.94864
Si  0.12157  -4.21297  1.55373
C  0.78958  -4.74194  -0.11887
C  -1.67431  -4.72553  1.54165
Ge  0.59463  -1.86236  1.93294
Si  2.68906  -1.56533  0.74984
C  3.66341  -3.04094  1.37901
C  3.74705  -0.08502  1.22650
C  2.55084  -1.65398  -1.10855
Si  1.07046  -1.02175  4.13872
C  2.77555  -1.64592  4.59114
C  -0.10638  -1.54917  5.48701
C  1.07337  0.84479  4.02166
H  0.83779  -6.20616  2.84759
H  0.53842  -4.82757  3.90816
H  2.03898  -4.92199  2.98798
H  0.40066  -5.73690  -0.35429
H  1.87598  -4.79507  -0.16657
H  0.45487  -4.06818  -0.90811
H  -1.69240  -5.76035  1.18661
H  -2.29229  -4.13447  0.86681
H  -2.12685  -4.70112  2.53201
H  3.85933  -2.94896  2.44780
H  4.63252  -3.03698  0.87049
H  3.20295  -4.00781  1.20284
H  3.32803  0.53966  2.01254
H  3.94880  0.55261  0.36334
H  4.70718  -0.46895  1.58014
H  1.97508  -2.51680  -1.44142
H  3.56282  -1.72894  -1.51924
H  2.09809  -0.75197  -1.52600
H  2.82069  -2.73709  4.56186
H  3.03473  -1.33263  5.60586
H  3.54121  -1.25479  3.91958
H  -0.25142  -2.63011  5.52754
H  -1.08375  -1.07569  5.40065
H  0.33331  -1.23725  6.43915
H  1.95380  1.22091  3.49992
H  1.07689  1.26827  5.03039
H  0.20117  1.23863  3.49610
N  -1.65299  -4.42830  -4.77243
C  -1.39391  -3.44887  -3.86963
C  -0.48006  -2.42272  -4.14642
C  -0.24482  -1.46372  -3.19036
N  -0.82514  -1.44506  -1.98255
C  -1.70196  -2.42628  -1.73034
C  -2.01850  -3.42834  -2.61522
H  -1.30030  -4.35952  -5.70938
H  -2.40105  -5.07786  -4.61290
H  0.02221  -2.36904  -5.10345
H  0.43906  -0.65028  -3.40080
H  -2.17399  -2.39539  -0.75329
H  -2.73586  -4.18977  -2.33795